1.
ORCA calculation (wB97M-V/def2-TZVPD) on 2 unconnected molecules or ions with the total composition C3H10N2O in a non-equilibrium geometry.

XYZ file:
```
16
Properties=species:S:1:pos:R:3
C 1.46 1.80 0.24
C 1.28 0.45 -0.37
C 1.79 -0.69 0.12
N 1.36 -1.99 -0.19
N 0.27 0.40 -1.37
H 2.16 1.76 1.07
H 1.92 2.50 -0.47
H 0.52 2.23 0.56
H 2.68 -0.61 0.73
H 1.20 -2.68 0.53
H 1.00 -2.17 -1.09
H -0.48 0.98 -1.04
H -0.16 -0.45 -1.69
H -4.81 -0.81 1.68
H -5.05 0.11 0.52
O -5.15 -0.82 0.78
```

Computed properties:
- SMILES string: C/C(N)=C/N.O
- LUMO energy: 0.66 eV
- DFT total energy: -8299.9490 eV
- Frontier orbital gap: 8.036 eV
- Energy relative to the best compared isomer or geometry (same formula, charge and spin): 35.86 kcal/mol

=====

2.
ORCA calculation (wB97M-V/def2-TZVPD) on a molecular structure, C26H36As2FeN2O3S.

XYZ file:
```
71
Properties=species:S:1:pos:R:3
Fe -0.70 -0.76 0.28
C -4.69 -1.97 -0.43
C -3.50 -1.16 0.06
O -2.40 -1.80 0.14
C -3.72 0.17 0.41
C -2.84 0.90 1.27
C -3.42 1.91 2.22
N -1.58 0.60 1.31
N -0.86 1.02 2.45
C 0.00 0.09 2.73
O 0.19 -0.99 2.03
C 0.87 0.28 3.93
C 1.82 -0.69 4.25
C 2.64 -0.53 5.36
C 2.52 0.61 6.15
C 1.58 1.58 5.83
C 0.76 1.41 4.72
H -5.24 -2.35 0.43
H -5.37 -1.36 -1.03
H -4.34 -2.82 -1.02
H -4.73 0.55 0.30
H -4.43 2.17 1.92
H -3.45 1.50 3.23
H -2.80 2.80 2.26
H 1.89 -1.57 3.63
H 3.36 -1.29 5.61
H 3.16 0.74 7.01
H 1.49 2.47 6.44
H 0.02 2.16 4.47
C -0.98 1.80 -2.70
As -1.16 -0.03 -2.06
C -2.76 -0.55 -3.05
C 0.16 -0.94 -3.19
C 0.37 -0.58 -4.52
C 1.30 -1.26 -5.30
C 2.01 -2.32 -4.76
C 1.80 -2.69 -3.44
C 0.88 -2.00 -2.65
As 0.57 -2.47 -0.78
C 2.37 -2.85 -0.16
C -0.16 -4.27 -0.95
H -1.25 1.89 -3.75
H 0.05 2.12 -2.56
H -1.64 2.44 -2.10
H -2.64 -0.35 -4.11
H -3.61 0.01 -2.65
H -2.93 -1.61 -2.90
H -0.18 0.25 -4.95
H 1.45 -0.96 -6.33
H 2.73 -2.85 -5.37
H 2.36 -3.52 -3.03
H 2.80 -3.72 -0.65
H 2.32 -3.02 0.91
H 2.99 -1.98 -0.35
H 0.41 -4.86 -1.67
H -1.20 -4.18 -1.26
H -0.13 -4.74 0.03
O 1.17 0.39 -0.32
S 1.82 1.33 0.67
C 3.16 2.11 -0.28
C 2.58 3.34 -0.97
C 1.68 3.98 0.08
C 0.81 2.86 0.64
H 3.53 1.33 -0.94
H 3.95 2.37 0.43
H 2.00 3.03 -1.83
H 3.37 4.01 -1.31
H 1.06 4.78 -0.32
H 2.29 4.41 0.88
H 0.00 2.59 -0.04
H 0.40 3.02 1.63
```

Computed properties:
- LUMO energy (spin up / spin down): 0.43 / 0.42 eV
- DFT total energy: -203568.4197 eV
- Frontier orbital gap (spin up / spin down): 7.015 / 7.068 eV

=====

3.
ORCA calculation (wB97M-V/def2-TZVPD) on 2 unconnected molecules or ions with the total composition C2H4BNO2 in a non-equilibrium geometry.

XYZ file:
```
10
Properties=species:S:1:pos:R:3
B 0.35 0.41 -0.10
C 3.13 -0.38 -0.02
C -1.80 -0.72 0.04
N 4.25 -0.67 0.02
O 0.10 1.68 -0.09
O -0.36 -0.69 -0.03
H -2.26 -1.19 1.06
H -2.10 -1.22 -0.83
H -2.05 0.39 0.13
H 0.73 2.39 -0.19
```

Computed properties:
- LUMO energy: -1.01 eV
- DFT total energy: -8398.1179 eV
- Frontier orbital gap: 8.692 eV
- Energy relative to the best compared isomer or geometry (same formula, charge and spin): 104.22 kcal/mol

=====

4.
ORCA calculation (wB97M-V/def2-TZVPD) on 3 unconnected molecules or ions with the total composition C18H42N8O5P2 in a non-equilibrium geometry.

XYZ file:
```
75
Properties=species:S:1:pos:R:3
N -4.38 -6.73 -2.70
O -4.53 -5.51 -2.11
C -4.69 -5.72 -0.66
O -4.54 -6.91 -0.03
O -5.10 -4.57 0.17
C -3.99 -3.59 0.32
C -4.05 -2.14 -0.52
C -2.73 -1.20 -0.16
C -1.52 -1.58 0.86
N -1.51 -2.91 1.54
C -2.67 -3.80 1.25
H -3.41 -7.04 -2.45
H -4.47 -6.54 -3.73
H -4.91 -1.85 -1.26
H -2.67 -0.13 -0.68
H -0.64 -0.80 1.06
H -2.64 -4.86 1.81
O 1.10 0.48 3.88
P 2.58 0.14 4.17
N 2.73 -0.80 2.75
C 3.54 -2.00 2.56
C 2.84 0.01 1.54
N 2.12 -0.87 5.49
C 1.46 -2.15 5.24
C 1.35 -0.15 6.52
N 4.28 -0.25 4.52
C 4.75 -1.12 5.60
C 5.06 0.99 4.57
H 4.61 -1.77 2.43
H 3.21 -2.55 1.68
H 3.46 -2.70 3.39
H 3.84 0.45 1.44
H 2.11 0.83 1.55
H 2.62 -0.58 0.64
H 0.66 -2.07 4.50
H 1.04 -2.57 6.16
H 2.18 -2.90 4.91
H 0.29 -0.03 6.24
H 1.77 0.85 6.69
H 1.40 -0.68 7.48
H 4.49 -0.73 6.59
H 5.84 -1.24 5.56
H 4.35 -2.14 5.50
H 4.82 1.57 5.47
H 4.83 1.62 3.70
H 6.13 0.80 4.54
O -1.66 1.45 -2.37
P -0.85 2.35 -3.34
N -1.63 3.77 -2.80
C -1.97 4.95 -3.59
C -1.15 4.22 -1.49
N -1.69 1.70 -4.70
C -3.10 2.04 -4.92
C -1.55 0.24 -4.81
N 0.08 3.38 -4.46
C -0.08 3.39 -5.91
C 1.51 3.25 -4.15
H -1.10 5.59 -3.77
H -2.72 5.55 -3.07
H -2.41 4.71 -4.55
H -0.18 4.70 -1.57
H -1.05 3.38 -0.79
H -1.86 4.92 -1.02
H -3.69 1.96 -4.00
H -3.55 1.39 -5.68
H -3.20 3.04 -5.33
H -2.22 -0.31 -4.13
H -0.52 -0.06 -4.59
H -1.76 -0.09 -5.84
H 0.18 2.43 -6.37
H 0.58 4.16 -6.36
H -1.09 3.68 -6.21
H 1.89 2.27 -4.45
H 1.67 3.37 -3.07
H 2.10 4.03 -4.64
```

Computed properties:
- SMILES string: CN(C)P(=O)(N(C)C)N(C)C.CN(C)P(=O)(N(C)C)N(C)C.NOC(=O)Oc1cccnc1
- LUMO energy: -1.36 eV
- DFT total energy: -60065.8572 eV
- Frontier orbital gap: 6.604 eV
- Energy relative to the best compared isomer or geometry (same formula, charge and spin): 297.43 kcal/mol

=====

5.
ORCA calculation (wB97M-V/def2-TZVPD) on 2 unconnected molecules or ions with the total composition C2H2Cl6 in a non-equilibrium geometry.

XYZ file:
```
10
Properties=species:S:1:pos:R:3
C 5.17 7.83 4.64
Cl 6.82 8.44 4.62
Cl 4.78 6.89 3.24
Cl 3.88 9.02 4.92
H 5.18 7.14 5.40
C 8.19 4.66 3.90
Cl 7.04 4.01 2.83
Cl 9.62 5.27 3.14
Cl 8.63 3.58 5.17
H 7.71 5.41 4.39
```

Computed properties:
- SMILES string: ClC(Cl)Cl.ClC(Cl)Cl
- LUMO energy: 0.50 eV
- DFT total energy: -77240.4096 eV
- Frontier orbital gap: 11.607 eV
- Energy relative to the best compared isomer or geometry (same formula, charge and spin): 9.78 kcal/mol

=====

6.
ORCA calculation (wB97M-V/def2-TZVPD) on C3H8N2OS in the gas phase in a non-equilibrium geometry.

XYZ file:
```
15
Properties=species:S:1:pos:R:3
C 0.36 -1.73 0.56
C -0.07 -0.73 -0.51
C -0.45 0.63 0.08
H 2.40 -1.48 0.49
H 1.85 -1.78 2.01
H 0.44 -2.73 0.09
H -0.39 -1.78 1.33
H -0.97 -1.15 -1.01
H 0.61 -0.16 -2.37
H 1.69 0.07 -1.18
H 1.05 0.36 1.24
N 1.63 -1.29 1.15
N 1.00 -0.60 -1.51
O 0.40 1.08 1.01
S -1.71 1.51 -0.44
```

Computed properties:
- SMILES string: NC[C@H](N)C(O)=S
- LUMO energy: 0.66 eV
- DFT total energy: -19103.6332 eV
- Frontier orbital gap: 9.090 eV
- Energy relative to the best compared isomer or geometry (same formula, charge and spin): 20.04 kcal/mol